[1]
Computed, not measured: a 2-piece molecular cluster, C18H13F2NO overall, with ωB97M-V/def2-TZVPD.

```
35
Properties=species:S:1:pos:R:3
F 4.50 -1.71 -2.49
F 2.17 -3.71 3.02
O -1.69 2.29 1.61
N -1.75 0.98 -0.27
C -4.39 1.89 -0.73
C 1.38 0.95 -1.96
C 3.23 0.12 -3.30
C 2.75 -0.88 -1.11
C -2.32 1.91 0.59
C 0.69 -0.80 1.33
C 1.36 -2.62 2.78
C 1.42 -2.02 1.54
C -3.66 2.41 0.31
C -2.48 0.52 -1.27
C -3.80 0.91 -1.55
C 1.63 -0.01 -0.93
C 3.48 -0.81 -2.29
C 2.17 1.02 -3.10
C 0.52 -2.19 3.81
C 0.75 0.04 0.18
C -0.18 -0.38 2.38
C -0.28 -1.07 3.57
H -4.04 3.16 0.99
H 2.01 -2.46 0.75
H -0.99 -0.73 4.33
H -0.76 0.54 2.22
H 3.84 0.15 -4.19
H 0.14 0.94 0.25
H -4.32 0.45 -2.38
H -2.00 -0.22 -1.92
H 0.48 -2.73 4.76
H 0.54 1.63 -1.81
H -5.41 2.24 -0.92
H 1.96 1.78 -3.85
H 3.07 -1.56 -0.33
```

Calculated values
**Orbital gap**: 0.1353 hartree
**Energy relative to the best compared isomer or geometry (same formula, charge and spin)**: 54.3 kcal per mole
**Lowest unoccupied orbital energy**: -3.0 eV



[2]
Computed, not measured: a single C18H13FN6O3 molecule, with ωB97M-V/def2-TZVPD.

```
41
Properties=species:S:1:pos:R:3
F 0.38 -2.12 -3.02
O -3.29 -4.11 -0.80
O -4.89 -3.30 2.28
O 2.52 -1.67 -1.62
N 0.85 -0.23 -0.93
N 0.55 1.06 -0.58
N 1.38 2.02 -0.34
N 5.07 1.50 -0.39
N -3.14 -2.12 1.24
N 4.02 2.35 -0.19
C 3.16 0.40 -0.66
C 3.94 4.89 0.13
C -0.39 -2.14 -1.94
C -1.38 -3.11 -1.91
C -3.31 -0.84 1.95
C -1.14 -1.16 0.05
C 2.16 -0.60 -1.12
C 3.36 5.80 0.83
C 4.48 0.29 -0.59
C -4.14 -3.05 1.32
C -4.34 -3.96 0.11
C -2.30 -3.18 -0.78
C 2.75 1.64 -0.35
C -4.65 0.65 0.28
C -2.21 -2.14 0.18
C -0.16 -1.22 -0.97
C 4.10 3.47 0.69
C -4.14 0.01 1.11
H -3.83 -0.92 2.97
H 5.09 3.43 1.26
H -2.32 -0.37 2.11
H -5.22 -3.64 -0.42
H -1.46 -3.78 -2.79
H 3.33 3.34 1.47
H -4.52 -4.96 0.54
H 3.39 6.88 0.44
H 5.04 -0.62 -0.87
H -1.00 -0.43 0.83
H -5.05 1.26 -0.50
H 2.89 5.70 1.79
H 4.42 4.99 -0.82
```

Calculated values
**Orbital gap**: 0.2942 hartree
**Lowest unoccupied orbital energy**: -0.6 eV
**SMILES**: C#CCN1C(=O)COc2cc(F)c(-n3nnc4c(cnn4CC=C)c3=O)cc21



[3]
Computed, not measured: C18H13N3O12S2V as an isolated structure, with ωB97M-V/def2-TZVPD.

```
49
Properties=species:S:1:pos:R:3
V 0.57 0.39 -0.77
S 1.90 -0.07 1.51
S -1.61 -0.08 1.49
O -0.70 -0.39 0.24
O 0.28 3.70 0.84
O 4.07 0.47 -2.48
O -1.44 -3.87 -2.58
O -0.63 0.68 -2.25
O 3.21 0.09 2.03
O 1.25 1.18 0.94
O -1.69 -1.85 -1.66
O 2.06 0.89 -1.57
O 1.77 -0.95 0.30
O -2.76 -0.90 1.39
O -1.73 1.34 1.60
N -1.73 3.89 -0.22
N 1.08 -1.35 -2.18
N -0.23 2.20 -0.84
C -0.56 -1.69 4.98
C -0.48 3.28 0.02
C -2.35 2.37 -1.96
C 1.52 -1.15 3.91
C -1.24 -1.21 3.87
C 0.82 -1.65 5.00
C 0.85 -0.67 2.80
C 0.46 -2.49 -2.53
C -1.00 -2.67 -2.18
C 1.12 -3.49 -3.24
C 2.34 -1.19 -2.58
C 2.44 -3.32 -3.62
C -1.12 1.77 -1.75
C 3.06 -2.13 -3.30
C 2.98 0.11 -2.23
C -2.60 3.44 -1.13
C -2.06 5.00 0.67
C -0.56 -0.70 2.78
H -2.96 5.49 0.30
H 4.08 -1.90 -3.57
H 2.60 -1.11 3.93
H -3.07 2.01 -2.67
H -2.23 4.62 1.68
H 0.57 -4.39 -3.49
H 2.96 -4.10 -4.16
H -1.11 -2.08 5.82
H -2.32 -1.25 3.83
H -2.38 -3.92 -2.34
H -1.23 5.71 0.68
H 1.37 -2.02 5.86
H -3.54 3.98 -1.18
```

Calculated values
**Orbital gap**: 0.2476 hartree
**Total charge**: +1
**Energy relative to the best compared isomer or geometry (same formula, charge and spin)**: 5.0 kcal per mole
**Lowest unoccupied orbital energy**: -5.9 eV



[4]
Computed, not measured: C18H14BrIMnN3O2Se2Te2 as an isolated structure, with ωB97M-V/def2-TZVPD.

```
44
Properties=species:S:1:pos:R:3
I -1.62 4.79 -1.46
Te 0.01 3.45 -5.73
Te -2.54 2.52 -5.71
Br 6.60 1.46 1.80
Se 0.91 2.55 -3.73
Se -2.59 1.24 -3.71
Mn -0.22 0.23 -0.46
O 1.35 0.64 -1.02
O -1.41 1.44 0.08
N -3.26 2.48 0.77
N -0.89 -1.56 -0.78
N 0.50 -0.60 1.12
C -0.32 -1.69 1.52
C 4.76 1.68 -0.36
C -1.25 3.79 0.41
C -1.44 -2.09 -1.87
C -1.03 -2.22 0.41
C -1.81 -3.38 0.55
C -1.93 -3.96 1.84
C -2.00 2.50 0.42
C 3.56 1.50 -1.00
C 3.93 0.55 1.59
C 4.95 1.21 0.94
C 2.70 0.35 0.96
C 1.70 -0.46 1.59
C -2.37 -3.91 -0.63
C -2.17 -3.28 -1.83
C 2.50 0.84 -0.36
C -1.28 -3.40 2.91
C -0.45 -2.26 2.75
H -3.79 1.62 0.78
H -3.74 3.32 1.08
H 5.57 2.19 -0.87
H -2.54 -4.84 1.96
H -1.38 -3.84 3.89
H 0.06 -1.86 3.61
H -1.30 -1.55 -2.80
H -1.58 4.47 1.20
H -2.95 -4.83 -0.59
H 3.40 1.85 -2.01
H 2.02 -1.05 2.44
H -0.18 3.61 0.48
H 4.09 0.17 2.60
H -2.56 -3.69 -2.75
```

Calculated values
**Multiplicity**: 2
**Orbital gap (alpha / beta)**: 0.1559 / 0.1623 hartree
**Total charge**: +3
**Energy relative to the best compared isomer or geometry (same formula, charge and spin)**: 0.0 kcal per mole
**⟨S²⟩**: 1.026
**Lowest unoccupied orbital energy (alpha / beta)**: -11.6 / -11.4 eV



[5]
Computed, not measured: C18H14ClN4O2OsSe as an isolated structure, with ωB97M-V/def2-TZVPD.

```
41
Properties=species:S:1:pos:R:3
Os 0.61 -1.92 -0.51
Se -1.27 0.25 2.67
Cl -0.15 5.58 0.99
O -1.06 -0.93 -0.91
O 1.37 -0.31 0.28
N -0.63 1.86 1.97
N -1.68 1.07 -0.10
N 4.35 -6.53 -1.02
N 2.09 -3.18 -0.40
C -4.75 3.15 -0.59
C 1.50 2.01 0.23
C 1.11 3.34 0.41
C -1.13 3.19 1.74
C -1.76 0.13 -0.99
C 2.28 -5.38 -1.33
C 0.78 0.83 0.44
C -0.01 3.91 1.02
C -2.39 3.20 0.89
C -3.84 2.12 -0.71
C -2.65 2.16 0.00
C 4.14 -4.32 -0.12
C -0.64 0.96 0.92
C 3.62 -5.45 -0.83
C 3.37 -3.23 0.08
C -3.32 4.22 1.02
C -4.49 4.21 0.28
C 1.59 -4.26 -1.10
H 1.81 4.07 0.01
H -3.14 5.02 1.72
H -5.67 3.12 -1.15
H 3.73 -2.36 0.61
H 5.30 -6.59 -0.67
H 2.49 1.87 -0.19
H -5.22 5.01 0.39
H 5.15 -4.33 0.27
H -2.47 0.23 -1.80
H 0.54 -4.17 -1.45
H -1.32 3.69 2.69
H -4.10 1.29 -1.36
H 4.00 -7.33 -1.51
H 1.84 -6.20 -1.88
```

Calculated values
**Multiplicity**: 5
**Orbital gap (alpha / beta)**: 0.2259 / 0.1907 hartree
**Total charge**: +3
**Energy relative to the best compared isomer or geometry (same formula, charge and spin)**: 38.1 kcal per mole
**⟨S²⟩**: 6.051
**Lowest unoccupied orbital energy (alpha / beta)**: -11.1 / -12.0 eV



[6]
Computed, not measured: a single C18H14ClN5O2S molecule, with ωB97M-V/def2-TZVPD.

```
41
Properties=species:S:1:pos:R:3
Cl 3.95 2.52 0.61
S -0.41 1.50 4.92
O -0.44 0.36 -4.41
O 1.50 3.12 -0.81
N -0.71 0.12 -0.43
N -0.70 1.35 -2.47
N 2.12 1.73 4.04
N -1.64 4.72 -1.34
N 0.40 2.17 2.49
C 0.34 -4.69 -3.22
C -0.25 -3.44 -1.14
C -0.38 -1.02 -2.54
C -0.10 -2.19 -3.20
C 1.26 2.35 1.47
C -0.57 -1.06 -1.14
C 0.83 1.82 3.71
C -2.01 1.53 3.96
C -0.72 2.50 -0.23
C -0.72 1.28 -1.07
C 0.75 2.76 0.10
C -0.46 -2.27 -0.43
C -0.07 -3.40 -2.53
C 2.63 2.20 1.72
C -1.28 3.70 -0.90
C -0.54 -2.32 1.10
C -0.49 0.23 -3.19
C 2.98 1.88 3.03
H -1.27 2.29 0.69
H 0.73 -5.41 -2.46
H -0.16 -4.38 -0.61
H 0.02 -2.15 -4.30
H 4.03 1.90 3.34
H -2.85 1.25 4.64
H 0.40 -1.88 1.51
H -0.66 -3.33 1.48
H 1.11 -4.55 -3.94
H -2.16 2.57 3.62
H -1.93 0.86 3.10
H -0.54 2.25 -2.92
H -1.44 -1.77 1.42
H -0.54 -5.13 -3.68
```

Calculated values
**Orbital gap**: 0.2671 hartree
**Energy relative to the best compared isomer or geometry (same formula, charge and spin)**: 0.0 kcal per mole
**Lowest unoccupied orbital energy**: -1.4 eV
**SMILES**: CSc1ncc(Cl)c(C(=O)[C@@H](C#N)c2nc3c(C)cc(C)cc3c(=O)[nH]2)n1